Record 1
C36H37NP2SW | the ωB97M-V functional and the def2-TZVPD basis

Last column: Mulliken spin population.
Positions of all 78 atoms, in Å:
W -1.291 1.228 1.284  1.24
C -2.530 0.741 -2.859  0.00
C -2.234 -0.566 -2.602  0.02
C -1.248 -1.396 -3.338  0.00
C -0.005 -0.609 -3.822  0.00
C 0.550 0.307 -2.790  -0.02
C 0.274 1.629 -2.668  0.06
C -0.695 2.376 -3.554  -0.01
C -1.964 1.583 -3.959  0.01
C 1.131 0.084 2.719  0.05
H -3.442 1.168 -2.427  0.00
H -2.944 -1.171 -2.030  -0.01
H -1.754 -1.879 -4.195  0.00
H -0.899 -2.237 -2.712  0.00
H 0.771 -1.353 -4.056  0.00
H -0.229 -0.095 -4.763  0.00
H 1.329 -0.145 -2.179  0.01
H 0.938 2.245 -2.060  -0.01
H -0.193 2.732 -4.471  0.00
H -1.027 3.283 -3.028  0.00
H -2.733 2.328 -4.220  0.00
H -1.803 1.018 -4.890  0.00
H 0.225 0.755 2.652  -0.11
H 1.774 0.478 3.530  0.01
H 0.804 -0.928 2.996  0.03
P -1.275 -0.998 0.549  -0.01
P 2.152 -0.049 1.259  0.25
C 0.198 -1.580 -0.227  0.00
C 1.456 -1.053 -0.039  0.02
C -2.316 -2.401 0.979  0.01
C -2.662 -3.333 -0.012  0.00
C -3.523 -4.387 0.299  0.00
C -4.014 -4.530 1.605  0.00
C -3.627 -3.627 2.608  0.00
C -2.765 -2.575 2.305  0.01
C -2.438 0.289 -0.170  0.02
C -1.770 1.446 -0.740  -0.01
C -1.920 2.716 -0.170  0.17
C -2.867 2.821 0.870  0.11
C -3.869 1.843 0.973  0.03
C -3.605 0.550 0.585  0.08
C 3.653 -0.916 1.736  0.00
C 3.478 -2.204 2.275  0.00
C 4.590 -3.020 2.469  0.00
C 5.864 -2.536 2.150  0.00
C 6.039 -1.239 1.654  0.00
C 4.931 -0.410 1.467  0.00
C 2.591 1.596 0.652  -0.16
C 2.392 2.748 1.432  0.00
C 2.751 4.000 0.923  -0.02
C 3.332 4.113 -0.344  0.01
C 3.561 2.966 -1.107  0.01
C 3.166 1.717 -0.625  0.03
H 0.106 -2.524 -0.781  0.00
H 2.244 -1.459 -0.692  0.00
H -2.251 -3.230 -1.018  0.00
H -3.808 -5.108 -0.473  0.00
H -4.688 -5.355 1.846  0.00
H -4.000 -3.760 3.627  0.00
H -2.419 -1.884 3.078  0.00
H -0.925 1.271 -1.387  0.06
H -1.217 3.514 -0.400  0.02
H -2.909 3.746 1.428  0.01
H -4.811 2.092 1.453  0.00
H -4.220 -0.307 0.864  0.02
H 2.476 -2.565 2.509  0.00
H 4.464 -4.033 2.855  0.00
H 6.730 -3.182 2.289  0.00
H 7.035 -0.873 1.402  0.00
H 5.051 0.607 1.094  0.00
H 1.955 2.660 2.430  0.02
H 2.577 4.893 1.522  0.00
H 3.601 5.098 -0.733  0.00
H 4.051 3.026 -2.082  0.00
H 3.326 0.828 -1.237  0.00
S -3.719 0.891 5.354  0.03
C -2.798 1.016 4.085  0.02
N -2.158 1.111 3.057  0.00

## Properties
frontier orbital gap (spin up / spin down) = 5.712 / 5.218 eV
DFT total energy = -2595.9087 hartree
net charge = +2
⟨S²⟩ = 2.06
spin multiplicity = 3
ΔE to the lowest compared entry with this formula, charge and spin = 2.452 eV

Record 2
C36H38Br2N3O3RhTe | the ωB97M-V functional and the def2-TZVPD basis

Last column: Mulliken spin population.
Positions of all 84 atoms, in Å:
Rh 0.148 -0.013 0.253  0.85
O -2.106 -0.816 1.192  0.00
C -3.115 -0.266 0.369  0.00
C -2.816 1.202 0.185  0.00
C -3.830 2.143 0.054  0.00
C -3.496 3.483 -0.045  0.00
C -2.156 3.840 -0.010  0.00
C -1.204 2.841 0.077  0.01
N -1.528 1.553 0.168  0.00
H -2.224 -1.769 1.273  0.00
H -4.104 -0.397 0.824  0.00
H -3.131 -0.756 -0.616  0.00
H -4.862 1.829 0.042  0.00
H -4.263 4.236 -0.131  0.00
H -1.854 4.872 -0.052  0.00
H -0.146 3.073 0.084  0.01
C -0.621 -0.292 -3.136  0.00
C -0.396 -1.651 -2.562  -0.01
C -0.525 -2.805 -3.358  0.01
C -0.315 -4.040 -2.809  -0.01
C 0.066 -4.149 -1.456  0.01
C 0.336 -5.363 -0.788  0.00
Br 0.129 -7.030 -1.683  0.00
C 0.736 -5.375 0.529  0.00
C 0.892 -4.185 1.224  0.00
Br 1.480 -4.225 3.015  0.00
C 0.646 -2.930 0.644  -0.01
O 0.815 -1.839 1.290  0.01
C 0.198 -2.939 -0.726  0.00
N -0.074 -1.742 -1.288  0.11
H 0.073 -0.122 -3.959  0.00
H -0.456 0.460 -2.358  0.00
H -1.628 -0.193 -3.532  0.00
H -0.797 -2.695 -4.395  0.00
H -0.425 -4.933 -3.406  0.00
H 0.946 -6.312 1.022  0.00
C 2.811 -0.387 -2.598  0.00
C 2.929 -0.223 -1.098  0.00
O 3.947 -0.696 -0.525  0.01
N 2.041 0.472 -0.449  -0.03
Te 3.053 0.312 1.626  -0.01
C 3.939 0.441 3.696  0.01
C 3.376 -0.286 4.734  0.00
C 2.110 -1.068 4.600  0.00
C 4.021 -0.280 5.970  0.00
C 5.207 0.405 6.169  0.00
C 5.913 0.380 7.488  0.00
C 5.757 1.095 5.096  0.00
C 5.149 1.113 3.850  0.00
C 5.825 1.821 2.719  0.00
C 2.613 2.402 1.572  -0.01
C 3.288 3.262 0.713  -0.01
C 4.356 2.792 -0.220  0.00
C 2.913 4.602 0.677  0.01
C 1.874 5.089 1.452  0.00
C 1.527 6.545 1.442  0.00
C 1.151 4.188 2.228  0.00
C 1.496 2.845 2.286  0.01
C 0.640 1.870 3.031  0.05
H 3.809 -0.326 -3.024  0.00
H 2.167 0.377 -3.022  0.00
H 2.402 -1.375 -2.799  0.00
H 1.800 -1.142 3.555  0.00
H 1.309 -0.608 5.178  0.00
H 2.253 -2.072 4.995  0.00
H 3.579 -0.838 6.782  0.00
H 5.315 -0.125 8.241  0.00
H 6.130 1.393 7.824  0.00
H 6.863 -0.145 7.390  0.00
H 6.699 1.611 5.223  0.00
H 6.869 2.002 2.960  0.00
H 5.348 2.783 2.532  0.00
H 5.774 1.213 1.814  0.00
H 4.575 1.735 -0.061  0.00
H 5.270 3.370 -0.097  0.00
H 4.015 2.922 -1.247  0.00
H 3.450 5.269 0.020  0.00
H 2.032 7.057 0.627  0.00
H 1.837 7.006 2.379  0.00
H 0.455 6.698 1.342  0.00
H 0.295 4.536 2.789  0.00
H -0.229 2.366 3.462  0.00
H 1.205 1.393 3.832  0.00
H 0.285 1.078 2.332  -0.02

## Properties
frontier orbital gap (spin up / spin down) = 4.501 / 4.472 eV
DFT total energy = -7310.8694 hartree
net charge = +1
⟨S²⟩ = 0.76
spin multiplicity = 2
ΔE to the lowest compared entry with this formula, charge and spin = 3.654 eV

Record 3
C36H38BrCl2GeNOSSiZr | the ωB97M-V functional and the def2-TZVPD basis

Last column: natural (NBO) charge in e.
Positions of all 83 atoms, in Å:
Zr 0.097 1.671 -0.805  1.92
Br 1.659 4.021 -0.434  0.20
C 3.370 3.124 -0.337  -0.07
C 4.483 3.886 -0.174  -0.19
C 5.733 3.227 -0.139  -0.18
C 5.802 1.872 -0.287  -0.14
C 4.629 1.096 -0.470  -0.09
C 4.693 -0.304 -0.688  -0.11
C 3.560 -1.034 -0.917  -0.26
C 2.298 -0.398 -0.900  -0.12
C 2.167 0.958 -0.661  -0.67
C 3.358 1.723 -0.479  -0.02
H 4.430 4.962 -0.082  0.26
H 6.632 3.813 -0.008  0.26
H 6.762 1.373 -0.282  0.24
H 5.666 -0.780 -0.700  0.24
H 3.628 -2.093 -1.132  0.24
H 1.420 -1.010 -1.098  0.23
C 0.525 -3.675 2.227  -0.82
S 1.458 -2.172 2.055  0.89
C 2.615 -2.310 3.391  -0.82
H 1.200 -4.519 2.057  0.29
H -0.265 -3.670 1.480  0.27
H 0.118 -3.737 3.239  0.28
H 2.063 -2.317 4.335  0.29
H 3.287 -1.458 3.347  0.28
H 3.165 -3.249 3.281  0.29
O -0.700 -0.072 -0.003  -0.86
N -1.260 0.244 -1.459  -0.53
Cl -1.154 3.275 -2.859  0.11
C -0.064 2.727 -4.158  -0.36
Cl 1.130 1.649 -3.392  0.16
H 0.449 3.582 -4.583  0.27
H -0.639 2.169 -4.889  0.27
C 1.184 0.489 5.014  -0.18
C 1.602 0.997 3.787  -0.22
C 0.733 0.973 2.708  -0.24
C -0.564 0.459 2.836  -0.44
C -0.964 -0.056 4.071  -0.21
C -0.090 -0.046 5.153  -0.20
Ge -1.845 0.610 1.397  1.88
C -3.477 -0.345 1.492  -0.47
C -4.702 0.319 1.410  -0.21
C -5.881 -0.403 1.527  -0.19
C -5.836 -1.776 1.721  -0.14
C -4.618 -2.440 1.808  -0.20
C -3.437 -1.726 1.699  -0.21
C -1.893 2.463 0.715  -0.71
C -2.867 2.792 -0.259  -0.18
C -3.175 4.114 -0.525  -0.20
C -2.509 5.137 0.151  -0.12
C -1.543 4.841 1.101  -0.22
C -1.249 3.515 1.398  -0.11
H 1.850 0.524 5.867  0.25
H 2.592 1.425 3.683  0.24
H 1.100 1.362 1.757  0.20
H -1.968 -0.445 4.197  0.24
H -0.414 -0.430 6.111  0.25
H -4.745 1.392 1.272  0.22
H -6.834 0.105 1.471  0.25
H -6.757 -2.335 1.811  0.25
H -4.597 -3.510 1.965  0.24
H -2.486 -2.245 1.773  0.20
H -3.388 2.002 -0.786  0.26
H -3.944 4.354 -1.248  0.26
H -2.761 6.169 -0.055  0.26
H -1.045 5.639 1.637  0.25
H -0.542 3.298 2.191  0.23
C -2.131 -4.112 -4.395  -1.11
Si -0.536 -3.203 -4.138  1.59
C 0.137 -2.457 -5.702  -1.11
C 0.735 -4.231 -3.240  -1.10
C -0.848 -1.756 -2.982  -0.34
C -1.052 -0.818 -2.234  0.03
H -1.979 -4.959 -5.066  0.26
H -2.885 -3.460 -4.839  0.26
H -2.523 -4.496 -3.451  0.25
H 0.402 -3.247 -6.407  0.27
H 1.037 -1.870 -5.508  0.24
H -0.603 -1.817 -6.186  0.25
H 0.966 -5.130 -3.815  0.27
H 0.367 -4.554 -2.263  0.23
H 1.668 -3.680 -3.102  0.23

## Properties
frontier orbital gap (spin up / spin down) = 7.123 / 4.214 eV
DFT total energy = -7829.6665 hartree
net charge = +3
⟨S²⟩ = 0.75
spin multiplicity = 2
ΔE to the lowest compared entry with this formula, charge and spin = 0.000 eV

Question: The highest DFT total energy belongs to which entry?
Answer: C36H37NP2SW